C30H45BBaF4N3O12 as an isolated structure at a distorted geometry. Source: the OMol25 dataset; level of theory: ωB97M-V/def2-TZVPD.

```
96
Properties=species:S:1:pos:R:3:forces:R:3
Ba -1.353613 -1.358714 2.263710 0.139 0.097 -0.543
B -0.020263 -0.605634 -0.324950 0.133 -0.229 -1.333
F 0.186657 0.361386 0.625320 0.575 0.822 1.080
F 0.366847 -1.843094 0.173250 0.695 -1.265 0.881
F -1.383253 -0.729354 -0.524320 -1.530 0.156 -0.114
F 0.647387 -0.352574 -1.483400 0.607 0.458 -0.646
C 0.318417 3.532696 -0.660970 -0.495 -0.502 -1.770
C 0.633497 4.406756 0.335900 -1.061 0.293 -0.351
C 0.009377 5.666886 0.324160 1.232 -0.144 1.780
C -0.878523 6.052386 -0.649400 0.839 -1.732 -0.368
C -1.132043 5.174126 -1.679180 0.018 -0.854 -1.212
C -0.507393 3.931056 -1.738440 -0.303 0.148 1.373
N -1.474973 7.336466 -0.659480 -0.465 3.263 -2.177
O -1.702533 7.883676 -1.787200 0.353 -1.797 2.681
O -1.630553 7.895136 0.403060 -0.183 -0.203 -0.011
H 0.701187 2.523756 -0.616900 0.077 -0.142 -0.180
H 1.251397 3.984296 1.114450 0.168 0.791 0.375
H 0.289557 6.289776 1.160770 -0.368 0.549 -0.137
H -1.811183 5.418436 -2.482600 -0.064 0.335 0.069
H -0.806953 3.247016 -2.518670 0.236 -0.090 -0.109
C 5.126287 0.791776 -2.353290 -0.612 1.376 -0.931
C 4.042757 0.130416 -1.795650 0.204 -0.227 0.095
C 4.264247 -0.753064 -0.705040 -0.625 -0.991 0.980
C 5.452837 -0.772574 -0.046920 1.290 0.934 -1.112
C 6.547267 -0.046044 -0.632270 -0.860 -1.003 1.560
C 6.332067 0.777896 -1.748630 0.992 0.002 -0.199
N 5.713587 -1.557514 1.182540 1.098 0.621 0.994
O 6.705377 -1.309064 1.864100 -0.688 0.274 -1.459
O 4.875817 -2.348554 1.486020 -1.171 -0.970 -0.048
H 4.903327 1.457536 -3.173930 0.270 -0.017 -0.257
H 3.044547 0.336556 -2.152680 -0.291 -0.268 -0.068
H 3.452227 -1.412764 -0.437060 -0.113 -0.053 0.331
H 7.512727 -0.196424 -0.172190 0.257 0.181 -0.066
H 7.165827 1.365816 -2.103010 -0.022 0.095 -0.151
C -2.523263 2.584986 -5.217200 0.844 1.585 -0.955
C -1.431883 3.068956 -5.971630 0.430 -1.061 0.886
C -0.149283 2.469576 -5.820910 -1.098 0.230 -0.250
C 0.012397 1.390606 -4.938310 -1.425 0.280 -0.780
C -1.098873 0.935156 -4.213810 1.793 0.196 0.081
C -2.308503 1.587546 -4.327020 0.042 -1.806 1.179
N 1.323997 0.738996 -4.805800 -0.303 -0.568 1.683
O 2.287467 1.439246 -5.061770 0.143 -0.631 -0.106
O 1.373617 -0.393734 -4.281710 0.090 1.807 -1.131
H -3.484133 3.074696 -5.274710 -0.071 -0.027 -0.158
H -1.595973 3.910396 -6.628480 0.252 -0.070 -0.163
H 0.657297 2.820956 -6.447300 0.171 -0.020 0.173
H -0.930883 0.172566 -3.467720 -0.170 -0.219 -0.082
H -3.049183 1.183156 -3.653030 -0.539 0.322 -0.180
C -2.979253 1.695366 0.875860 -0.499 -0.137 0.099
O -2.077513 1.194036 1.856140 0.315 -0.370 0.973
C -1.522243 2.179666 2.720640 1.178 0.677 0.509
C -1.107663 1.651936 4.127680 -2.004 0.724 -1.241
O -0.351293 0.464286 3.997690 -0.405 0.289 0.194
C 0.279177 0.105496 5.203050 0.407 -0.486 1.287
H -3.071293 0.964676 0.072300 0.412 0.068 -0.041
H -2.637043 2.656596 0.492430 -0.089 -0.037 -0.075
H -3.966843 1.749446 1.333960 -0.103 0.509 -0.021
H -2.208093 3.019816 2.829560 -0.239 -0.099 0.292
H -0.622303 2.621786 2.293160 0.094 -0.193 -0.593
H -2.066213 1.535226 4.633320 -0.080 -0.942 0.472
H -0.644143 2.430736 4.733260 0.657 0.060 -0.412
H 0.612137 -0.931504 5.159730 0.241 0.169 -0.393
H -0.359263 0.130396 6.086160 -0.610 0.240 -0.175
H 1.106077 0.769076 5.456010 0.224 0.004 -0.335
C -3.924263 -5.481684 -2.010440 0.326 -0.583 -0.996
O -3.303173 -4.244344 -2.120700 1.646 1.732 0.889
C -2.072003 -4.161114 -1.372250 -1.111 0.250 0.813
C -2.283443 -4.175564 0.189340 -0.974 -0.969 -0.763
O -2.960663 -3.070544 0.871490 1.774 0.412 0.920
C -4.144703 -2.570744 0.286710 0.139 0.141 -1.895
H -3.214813 -6.208754 -2.405590 -0.062 -0.629 0.266
H -4.740943 -5.455864 -2.731880 -0.305 -0.099 0.475
H -4.217433 -5.729924 -0.990380 -0.293 -0.102 -0.082
H -1.467613 -3.303194 -1.666860 -0.646 0.480 -0.091
H -1.403053 -4.979414 -1.638710 -0.159 -0.600 0.264
H -1.326603 -4.449714 0.633630 0.252 1.120 0.307
H -2.877113 -5.025994 0.524670 -0.270 -0.362 -0.646
H -4.643563 -1.729294 0.767560 0.252 -0.452 1.303
H -4.825453 -3.401654 0.101600 -0.216 0.294 -0.128
H -3.837453 -2.058234 -0.624910 -0.303 -0.549 -0.634
C 2.384137 -0.486484 2.799830 -0.076 1.306 -0.275
O 1.407267 -1.486984 2.836540 0.569 -1.688 0.791
C 2.035577 -2.843904 2.796570 -1.497 1.238 -1.337
C 1.058237 -3.818084 3.381710 0.815 0.333 0.302
O -0.252453 -3.704804 2.863150 0.449 0.091 0.007
C -1.114383 -4.662904 3.457400 -0.939 0.159 -0.262
H 1.929227 0.503616 2.829010 -0.529 -0.160 0.386
H 2.862967 -0.422504 1.822720 0.577 -0.608 -0.008
H 3.059827 -0.550414 3.652740 0.331 -0.187 -0.235
H 2.953987 -2.941504 3.375440 0.083 0.469 -0.106
H 2.193287 -2.999224 1.729280 0.346 -0.302 0.049
H 1.106607 -3.576644 4.443530 -0.599 -0.444 0.397
H 1.456587 -4.817264 3.205540 -0.082 -0.196 0.149
H -2.077993 -4.586384 2.953710 0.031 -0.076 -0.273
H -1.338283 -4.387544 4.488000 0.467 -0.426 0.321
H -0.731273 -5.671594 3.302880 0.018 0.006 0.393
```
Forces are in eV/Å.

Properties
**HOMO-LUMO gap (alpha / beta)**: 6.7396 / 3.1488 eV
**Calculated total energy**: -2686.3986 hartree
**⟨S²⟩**: 0.7689
**Charge**: +2
**Maximum force**: 3.95 eV/A
**Spin multiplicity**: 2
**E_HOMO (alpha / beta)**: -0.497 / -0.497 Ha

Mulliken atomic charges, in units of e: 1.5408, -0.5250, 0.1308, -0.1606, -0.3786, -0.0953, -0.0650, -0.8796, -0.1653, -0.0437, -0.4714, -0.2785, 0.8701, -0.5195, -0.5295, 0.4556, 0.5193, 0.4130, 0.4946, 0.2046, -0.6803, -0.0578, -0.0806, 0.1249, -0.3791, -0.4223, 1.0146, -0.5369, -0.5571, 0.4881, 0.4114, 0.6854, 0.4941, 0.4477, -0.6328, -0.4635, -0.5595, 0.3148, -0.3584, -0.3448, 0.9774, -0.5958, -0.5520, 0.4340, 0.4109, 0.4878, 0.4198, 0.4390, -0.7986, 0.0007, -0.3563, -0.9269, 0.0855, -0.9486, 0.1230, 0.3309, 0.3193, 0.6340, -0.0631, 0.3962, 0.4291, 0.1004, 0.4231, 0.3393, -0.7337, -0.3559, -0.7340, -0.2945, -0.0633, -0.9298, 0.3423, 0.2570, 0.3008, 0.1114, 0.5249, 0.0363, 0.7027, 0.3038, 0.3261, 0.2896, -0.5269, 0.7274, -0.6029, -1.0266, 0.1567, -1.0106, 0.1114, -0.4496, 0.4702, 0.4775, 0.2163, 0.4128, 0.4575, 0.2645, 0.3559, 0.3494

***

One molecule with the formula C4H5NO2. Source: the OMol25 dataset; level of theory: ωB97M-V/def2-TZVPD.

```
12
Properties=species:S:1:pos:R:3:forces:R:3
O 1.244844 2.343427 0.364951 -0.055 -0.252 -0.051
C 0.548639 1.329387 0.396776 -0.008 0.119 0.051
N 1.072553 0.069774 0.161316 0.082 0.156 -0.017
C 0.338622 -0.987286 -0.488640 -0.063 -0.036 0.056
C -1.019167 -1.208150 0.113551 -0.074 0.342 0.102
O -1.568790 -0.401861 0.835617 0.216 -0.035 -0.560
C -0.785618 1.616440 0.850014 0.068 -0.256 -0.077
H 2.058569 0.123106 -0.065812 -0.128 0.018 -0.015
H 0.910615 -1.921121 -0.428621 -0.146 0.104 0.033
H 0.157083 -0.813093 -1.566984 0.016 -0.005 0.113
H -1.535377 -2.143743 -0.180205 0.080 0.147 0.172
H -1.415281 1.970345 0.015051 0.013 -0.302 0.192
```
Forces are in eV/Å.

Properties
**HOMO-LUMO gap**: 8.8524 eV
**Calculated total energy**: -360.5133 hartree
**Maximum force**: 0.60 eV/A
**ΔE to the lowest compared entry with this formula, charge and spin**: 409.91 kJ/mol
**E_HOMO**: -0.323 Ha

Mulliken atomic charges, in units of e: -0.6037, 0.4653, -0.2379, -0.4657, 0.1371, -0.4367, -0.2890, 0.2564, 0.3486, 0.2784, 0.3518, 0.1954

***

C36H38B2Cl4F4N7O9SSeSr as an isolated structure at a distorted geometry. Source: the OMol25 dataset; level of theory: ωB97M-V/def2-TZVPD.

```
103
Properties=species:S:1:pos:R:3:forces:R:3
Sr 0.699794 0.095933 1.636921 -0.191 -1.061 -0.687
C 2.708647 -3.476599 -2.031743 0.001 0.032 -0.035
C 2.447552 -2.921793 -0.663990 0.031 0.055 -0.037
N 1.484669 -3.264386 0.101962 0.000 0.029 0.004
O 0.593152 -4.141526 -0.437287 0.007 -0.054 0.044
B 0.502582 -5.356167 0.453900 -0.025 -0.038 -0.001
F 1.644271 -6.153130 0.244442 -0.071 0.053 0.001
F -0.658172 -6.022262 0.082774 0.049 0.015 0.012
O 0.560756 -4.973048 1.879376 -0.028 0.047 -0.017
N -0.531725 -4.244421 2.268643 0.020 -0.020 -0.022
C -0.261623 -3.276609 3.051374 0.007 -0.027 0.000
C -1.425643 -2.467914 3.550315 0.006 -0.011 -0.014
C 1.116518 -2.890069 3.505149 -0.080 -0.011 -0.049
N 1.455265 -1.704844 3.189740 0.320 0.033 0.264
O 2.675377 -1.280396 3.701408 0.134 -0.115 0.012
B 3.472482 -0.292620 2.971032 0.103 0.109 0.012
F 2.652498 0.907236 2.647015 0.124 0.052 0.214
F 4.509818 0.097358 3.775476 0.061 0.014 0.032
O 4.024620 -0.733451 1.684264 0.082 0.170 0.237
N 3.021469 -1.265285 0.908402 -0.014 0.193 -0.056
C 3.448650 -2.055556 0.005258 -0.087 -0.241 -0.131
C 4.902805 -2.280079 -0.283963 0.037 -0.022 0.000
C 1.929740 -3.835181 4.322338 -0.003 -0.019 0.020
H 1.884302 -4.123768 -2.315378 -0.009 -0.002 -0.015
H 3.629999 -4.062716 -2.038031 -0.007 -0.005 0.004
H 2.825726 -2.679614 -2.772917 0.000 0.003 0.007
H -2.350117 -2.966149 3.265083 -0.005 -0.005 0.008
H -1.429644 -1.469269 3.107951 0.001 0.015 0.001
H -1.383923 -2.327184 4.631760 0.007 0.004 -0.004
H 5.512389 -1.862019 0.511753 -0.012 -0.016 -0.042
H 5.175337 -1.800365 -1.230104 -0.005 -0.028 -0.001
H 5.110198 -3.345015 -0.388583 0.001 -0.006 0.004
H 1.885708 -4.819489 3.860194 -0.002 0.004 0.004
H 1.496475 -3.900809 5.324777 0.017 0.000 -0.004
H 2.954707 -3.484752 4.405430 -0.014 -0.010 -0.006
Cl 3.580198 6.786675 -1.265660 0.039 -0.024 -0.022
C 2.943279 5.255892 -0.848832 0.027 -0.014 -0.031
C 3.789109 4.060546 -1.093359 -0.001 0.055 -0.013
Cl 5.363576 4.307206 -1.702859 -0.002 0.044 0.003
C 3.348844 2.810829 -0.865467 0.125 0.016 -0.026
Cl 4.277290 1.410214 -1.129541 0.080 0.009 0.034
C 1.993472 2.603970 -0.352353 0.217 0.299 -0.129
O 1.505645 1.515646 -0.221996 0.039 -0.087 -0.085
C 1.153500 3.839930 0.016025 0.325 0.055 -0.396
O 0.083756 3.678586 0.512260 -0.613 -0.111 0.381
C 1.708998 5.159195 -0.332651 0.080 0.122 0.015
Cl 0.700123 6.501194 -0.044047 0.001 0.009 0.007
C 0.049253 -2.588907 -4.476978 0.014 -0.025 0.014
C 0.044053 -1.132600 -4.927046 0.005 0.001 -0.013
C 1.301905 -0.364271 -4.522823 0.015 -0.039 0.000
C 1.376891 -0.024140 -3.036958 0.061 0.042 -0.039
N 0.272766 0.825773 -2.623840 -0.087 0.052 -0.084
C -0.779558 0.439540 -1.841030 0.104 0.004 0.048
Se -0.959981 -1.197912 -1.049517 -0.029 -0.084 -0.032
N -1.600714 1.518109 -1.725257 -0.017 0.093 0.026
C -2.853176 1.558859 -0.980960 -0.038 0.001 0.030
C -4.059880 1.610068 -1.912709 0.012 -0.022 0.013
C -4.262044 0.337326 -2.733857 -0.005 -0.002 -0.004
C -4.739426 -0.846066 -1.898954 -0.013 -0.003 0.005
C -1.049836 2.603429 -2.384395 0.016 -0.009 0.007
C -1.451089 3.925898 -2.483641 -0.001 -0.023 -0.001
C -0.610464 4.796521 -3.167284 0.011 0.017 0.012
C 0.594570 4.360534 -3.719284 0.018 0.021 0.008
C 0.997750 3.032702 -3.618910 0.008 -0.039 0.015
C 0.146415 2.160288 -2.955259 0.002 0.016 0.083
H -0.855625 -3.101136 -4.808458 0.019 0.008 0.011
H 0.088465 -2.677968 -3.390149 0.000 -0.002 -0.031
H 0.908618 -3.120150 -4.895899 -0.021 0.010 0.011
H -0.837959 -0.623997 -4.522674 0.006 -0.003 -0.002
H -0.052526 -1.085106 -6.015414 -0.001 -0.005 0.006
H 1.375981 0.560476 -5.103807 -0.019 -0.002 0.002
H 2.188365 -0.958117 -4.769042 -0.004 0.014 -0.007
H 2.308772 0.500654 -2.806353 -0.067 -0.057 -0.022
H 1.331782 -0.912287 -2.408769 -0.006 -0.041 0.010
H -2.811877 2.432585 -0.326658 -0.014 -0.031 -0.001
H -2.861873 0.680043 -0.337022 0.010 0.066 -0.051
H -3.964928 2.473027 -2.578464 0.003 0.003 -0.018
H -4.947950 1.788858 -1.297929 0.009 0.011 0.006
H -3.326052 0.077040 -3.239660 -0.002 -0.009 0.011
H -4.988662 0.544267 -3.524342 0.002 0.004 0.002
H -3.990654 -1.145784 -1.164825 -0.013 0.011 -0.007
H -4.937299 -1.714810 -2.528831 0.014 0.015 0.015
H -5.664412 -0.597060 -1.370523 0.014 -0.008 -0.015
H -2.370600 4.272853 -2.031487 0.019 -0.009 0.000
H -0.891805 5.837637 -3.262390 0.013 -0.021 0.009
H 1.229443 5.069285 -4.236647 -0.012 -0.012 0.007
H 1.933037 2.693677 -4.047133 -0.019 0.005 0.008
O -1.622908 0.925376 1.701294 -0.273 0.184 0.038
C -1.607579 1.041271 2.943413 -0.207 0.191 0.111
N -0.482478 1.062406 3.661774 -0.352 0.117 0.309
S -0.792348 1.128642 5.267695 0.039 0.033 -0.018
O -0.420010 -0.093136 5.922032 0.008 0.023 -0.010
O -0.329951 2.368195 5.825984 0.003 0.006 -0.003
C -2.563131 1.181900 5.098167 -0.013 0.026 -0.001
C -3.547141 1.251678 6.063474 0.009 -0.003 0.006
C -4.866655 1.259950 5.626149 -0.011 0.000 0.006
C -5.176093 1.196211 4.268611 -0.007 0.005 -0.006
C -4.170857 1.125918 3.313062 -0.004 -0.019 0.008
C -2.860458 1.124540 3.754734 0.004 -0.017 0.042
H -3.300424 1.294675 7.116266 -0.003 -0.006 -0.016
H -5.668947 1.311745 6.351623 0.008 -0.003 -0.004
H -6.214203 1.195620 3.960081 0.018 0.000 0.005
H -4.388937 1.061941 2.254558 -0.002 0.003 0.005
```
Forces are in eV/Å.

Properties
**HOMO-LUMO gap**: 4.4069 eV
**Calculated total energy**: -7575.8123 hartree
**Charge**: -1
**Maximum force**: 1.28 eV/A
**ΔE to the lowest compared entry with this formula, charge and spin**: 88.78 kJ/mol
**E_HOMO**: -0.206 Ha

Here are the Mulliken charges for atoms 1 to 99, given in e: 1.3672, -1.3977, 0.2117, 0.4014, -0.2370, 0.3908, -0.3938, -0.3926, -0.2677, -0.6941, 0.4553, -0.3289, 0.1285, 0.1638, -0.3412, 0.7162, -0.5728, -0.3381, -0.4342, 0.3924, 0.1786, -1.7399, -1.4780, 0.3077, 0.4466, 0.2455, 0.4578, -0.2477, 0.3225, 0.4284, 0.2281, 0.4316, 0.3627, 0.2920, 0.3575, -0.1767, 0.5057, 0.8218, -0.1685, 0.1415, -0.0863, -0.6921, 0.4522, 0.1077, -0.4962, 0.0006, -0.1514, -0.9336, -0.1562, -0.8687, -0.3672, 1.4274, -0.3049, -0.2310, 1.3934, -1.2456, -0.9502, 0.2065, -1.2133, 0.0808, -0.5739, -0.9725, -0.9912, -0.2181, 0.2578, 0.4123, -0.0325, 0.3473, -0.0890, 0.4158, 0.3423, 0.6489, -0.2679, -0.3450, 0.3898, 0.1132, 0.3577, 0.5250, -0.2075, 0.4130, 0.2058, 0.3432, 0.3551, 0.4796, 0.4318, 0.4718, 0.5483, -0.1463, 0.5416, -0.7845, 1.0644, -0.6650, -0.7247, 0.1137, -0.7281, -0.4944, -0.5961, -0.5177, 0.2581

***

One molecule with the formula C5H7N at a distorted geometry. Source: the OMol25 dataset; level of theory: ωB97M-V/def2-TZVPD.

```
13
Properties=species:S:1:pos:R:3:forces:R:3
C 1.135958 -0.576211 0.732908 0.275 0.505 -0.475
C 0.519286 -0.591209 -0.610582 -0.128 -0.174 -0.438
C 0.575101 0.846705 -0.294597 0.479 -0.141 0.603
C -0.924362 1.024005 -0.151237 -0.031 -0.049 -0.091
N -1.403675 0.080660 0.822608 -0.183 -0.174 0.216
C -1.039293 -0.429735 -0.480176 -0.379 -0.365 -0.282
H 2.184040 -0.397271 0.928167 0.203 -0.222 -0.788
H 0.755205 -1.362383 1.433746 -0.221 1.528 0.053
H 0.941575 -1.117792 -1.454392 -0.061 0.132 -0.252
H 1.134121 1.582138 -0.894478 0.584 -0.374 1.094
H -1.511513 1.921668 -0.349100 0.282 -0.373 -0.174
H -0.597373 -0.060879 1.442580 -0.690 -0.139 0.313
H -1.751688 -0.923169 -1.123836 -0.129 -0.152 0.221
```
Forces are in eV/Å.

Properties
**HOMO-LUMO gap**: 9.5529 eV
**Calculated total energy**: -249.2809 hartree
**Maximum force**: 1.54 eV/A
**ΔE to the lowest compared entry with this formula, charge and spin**: 505.06 kJ/mol
**E_HOMO**: -0.313 Ha
**SMILES**: C1[C@@H]2[C@H]1[C@@H]1N[C@H]21

Mulliken atomic charges, in units of e: -1.0240, 0.1125, -0.4169, -0.4471, -0.6165, -0.2559, 0.2905, 0.3236, 0.4623, 0.3433, 0.4048, 0.4260, 0.3974